Here is C40H92B2Br4F8LiO18Ti as an isolated structure in a non-equilibrium geometry from the Open Molecules 2025 dataset. Energies are from ωB97M-V with the def2-TZVPD basis set.

Cartesian coordinates (Å):
Ti -21.346 -11.875 7.780
Li -25.909 -12.212 9.022
B -24.744 -13.812 6.679
F -25.586 -13.660 5.608
F -24.806 -12.555 7.514
F -25.133 -14.826 7.601
F -23.465 -13.967 6.169
B -23.259 -12.153 10.647
F -22.076 -11.804 9.785
F -23.356 -13.509 10.564
F -22.999 -11.794 11.952
F -24.394 -11.486 10.129
C -19.655 -1.113 6.893
O -20.016 -2.454 7.048
C -20.646 -2.614 8.312
C -21.283 -3.990 8.320
O -22.505 -3.858 7.690
C -23.174 -5.103 7.519
C -24.723 -4.929 7.416
O -25.350 -4.428 8.587
C -25.514 -5.286 9.681
H -19.150 -1.008 5.924
H -18.977 -0.741 7.670
H -20.531 -0.495 6.833
H -21.216 -1.705 8.544
H -19.856 -2.687 9.058
H -21.349 -4.368 9.331
H -20.572 -4.594 7.748
H -22.861 -5.788 8.327
H -22.859 -5.586 6.552
H -25.115 -5.919 7.154
H -24.889 -4.192 6.592
H -24.582 -5.458 10.195
H -26.039 -6.240 9.486
H -26.176 -4.742 10.393
C -23.408 -9.679 6.489
O -22.250 -10.453 6.354
C -21.675 -10.300 5.055
C -20.403 -11.070 5.129
O -20.786 -12.392 5.497
C -19.702 -13.307 5.781
C -20.366 -14.448 6.459
O -21.055 -14.006 7.584
C -21.662 -15.141 8.320
H -23.268 -8.598 6.712
H -24.045 -10.131 7.219
H -24.049 -9.766 5.602
H -21.546 -9.234 4.857
H -22.299 -10.633 4.239
H -19.781 -10.643 5.919
H -19.892 -11.087 4.162
H -18.897 -12.782 6.350
H -19.240 -13.563 4.835
H -19.746 -15.339 6.659
H -21.079 -14.867 5.758
H -22.728 -15.114 8.137
H -21.496 -15.031 9.405
H -21.226 -16.071 7.972
C -25.119 -17.458 11.745
O -25.288 -16.810 12.977
C -26.291 -17.470 13.723
C -26.359 -17.112 15.171
O -25.139 -17.497 15.811
C -25.221 -17.357 17.194
C -25.279 -15.959 17.709
O -26.580 -15.440 17.613
C -26.824 -14.205 18.239
H -24.196 -17.078 11.315
H -25.995 -17.311 11.084
H -25.026 -18.567 11.831
H -26.145 -18.555 13.739
H -27.317 -17.258 13.274
H -27.243 -17.605 15.602
H -26.554 -16.041 15.249
H -24.333 -17.818 17.641
H -26.061 -17.934 17.614
H -24.536 -15.296 17.316
H -24.996 -16.100 18.747
H -26.256 -13.414 17.740
H -26.528 -14.193 19.281
H -27.900 -13.997 18.150
C -18.059 -7.500 8.914
O -17.277 -8.549 9.453
C -17.449 -9.838 8.849
C -17.003 -10.832 9.916
O -18.053 -11.344 10.758
C -18.718 -12.521 10.230
C -19.561 -13.160 11.350
O -18.658 -13.669 12.266
C -19.078 -13.819 13.606
H -19.124 -7.716 8.829
H -17.735 -7.262 7.918
H -17.931 -6.633 9.535
H -16.816 -9.922 7.968
H -18.446 -10.059 8.535
H -16.303 -10.307 10.547
H -16.480 -11.742 9.534
H -18.111 -13.221 9.666
H -19.379 -12.098 9.459
H -20.108 -13.916 10.784
H -20.282 -12.434 11.660
H -19.407 -12.854 14.005
H -18.209 -14.262 14.086
H -19.821 -14.556 13.793
C -26.746 -14.281 10.978
O -27.386 -13.617 9.930
C -27.987 -14.445 8.933
C -28.628 -13.478 7.904
O -27.555 -12.661 7.426
C -27.874 -11.474 6.715
C -27.835 -10.295 7.718
O -26.668 -10.333 8.498
C -26.414 -9.055 9.044
H -26.681 -13.665 11.878
H -25.692 -14.597 10.725
H -27.287 -15.163 11.327
H -28.708 -15.112 9.401
H -27.221 -15.024 8.408
H -29.373 -12.866 8.407
H -28.966 -14.149 7.123
H -28.895 -11.531 6.312
H -27.232 -11.352 5.853
H -28.641 -10.428 8.420
H -27.956 -9.294 7.219
H -26.384 -8.351 8.236
H -25.483 -9.102 9.611
H -27.225 -8.759 9.689
C -29.778 -14.747 15.442
O -29.688 -13.932 14.291
C -28.369 -13.543 13.913
C -27.625 -12.719 14.983
O -28.376 -11.624 15.467
C -28.571 -10.572 14.490
C -27.361 -9.673 14.270
O -26.234 -10.247 13.626
C -26.421 -10.296 12.223
H -29.638 -14.178 16.359
H -29.023 -15.576 15.447
H -30.721 -15.221 15.439
H -28.511 -13.057 12.992
H -27.786 -14.455 13.688
H -26.659 -12.364 14.506
H -27.417 -13.432 15.807
H -29.330 -9.911 14.913
H -28.993 -10.925 13.531
H -26.960 -9.263 15.214
H -27.596 -8.734 13.759
H -25.516 -10.326 11.648
H -26.876 -9.412 11.804
H -27.019 -11.121 11.892
Br -21.576 -8.387 9.475
C -21.032 -9.057 11.227
C -22.107 -8.739 12.208
Br -22.421 -6.868 12.457
H -20.147 -8.536 11.512
H -21.002 -10.135 11.176
H -21.813 -9.096 13.202
H -23.053 -9.304 11.949
Br -24.358 -13.858 14.894
C -23.078 -15.302 14.338
C -22.891 -15.128 12.825
Br -21.448 -16.404 12.254
H -23.570 -16.250 14.535
H -22.122 -15.128 14.834
H -22.586 -14.115 12.556
H -23.800 -15.347 12.318

Calculated values
HOMO (spin up / spin down): -0.17213 / -0.33866 Eh
⟨S²⟩: 3.752
charge: 0
spin multiplicity: 4
energy: -14935.4348 a.u.
orbital gap (spin up / spin down): 4.8 / 9.3 eV